[1]
C27H40N8O8P2PtS | ωB97M-V/def2-TZVPD

Results
- 2S+1 = 1
- gap between HOMO and LUMO (spin up / spin down) (eV) = 4.276 / 4.156
- total charge = +2

Structure (XYZ):
```
87
C27H40N8O8P2PtS ωB97M-V/def2-TZVPD
Pt -0.4536 0.5850 0.9009
O -3.6233 4.9320 0.5569
C -2.8915 4.9587 -0.5582
C -3.1375 6.0180 -1.4371
C -2.4300 6.1281 -2.6084
C -1.4469 5.1877 -2.9541
C -1.1929 4.1461 -2.1065
C -1.9051 4.0016 -0.8923
C -1.6009 2.8721 -0.0500
O -0.6883 2.0159 -0.4780
N -2.2324 2.7196 1.1122
N -1.8739 1.5831 1.7549
C -2.3200 1.1579 2.8821
C -1.7730 -0.1122 3.3348
C -2.1870 -0.7320 4.4923
C -1.6443 -1.9711 4.8274
C -0.7378 -2.5564 3.9696
C -0.3634 -1.8740 2.8160
N -0.8396 -0.6736 2.5138
H -3.3858 4.1606 1.0979
H -3.8949 6.7386 -1.1615
H -2.6350 6.9568 -3.2735
H -0.8963 5.2928 -3.8781
H -0.4375 3.4118 -2.3502
H -3.0763 1.7151 3.4223
H -2.9307 -0.2590 5.1196
H -1.9354 -2.4671 5.7433
H -0.2837 -3.5103 4.1899
H 0.3336 -2.3047 2.1212
C 3.3478 -2.8701 -1.9028
N 2.6269 -2.0817 -0.8928
C 2.3951 -2.7996 0.3593
P 1.6636 -0.8685 -1.3634
O 1.2705 0.0431 -0.2206
O 0.3289 -1.4701 -2.0666
P -1.2199 -1.3775 -1.6474
O -1.4052 -1.0411 -0.1852
N -1.7305 -2.9030 -1.8938
C -3.0372 -3.2876 -1.3393
C -1.3883 -3.6127 -3.1336
N -1.8147 -0.1890 -2.5862
C -1.5320 -0.1311 -4.0224
C -3.0350 0.5243 -2.1985
N 2.3527 -0.0396 -2.5698
C 3.4616 0.8666 -2.2553
C 2.2512 -0.3933 -3.9883
H 4.2272 -3.3040 -1.4306
H 3.6828 -2.2353 -2.7183
H 2.7292 -3.6791 -2.2990
H 3.3348 -3.2188 0.7187
H 1.6739 -3.6128 0.2347
H 2.0595 -2.0884 1.1035
H -3.2074 -2.7810 -0.3926
H -3.0286 -4.3616 -1.1589
H -3.8533 -3.0580 -2.0294
H -0.3786 -3.3638 -3.4513
H -2.0893 -3.3847 -3.9407
H -1.4273 -4.6831 -2.9366
H -0.5988 -0.6381 -4.2527
H -1.4349 0.9138 -4.3193
H -2.3358 -0.5840 -4.6069
H -3.2128 0.4229 -1.1298
H -3.9052 0.1395 -2.7350
H -2.9178 1.5819 -2.4392
H 3.3974 1.1969 -1.2206
H 3.3899 1.7437 -2.8979
H 4.4295 0.3873 -2.4183
H 1.4816 -1.1425 -4.1488
H 3.2001 -0.7868 -4.3584
H 2.0008 0.4979 -4.5647
N 0.9865 1.9480 1.8220
C 1.8190 1.2375 2.7119
C 2.9101 0.5447 2.1946
C 3.4733 -0.4623 2.9498
C 2.9286 -0.7774 4.1897
C 1.9621 0.0483 4.7789
C 1.4003 1.0613 4.0376
S 3.3367 -2.3244 4.9647
O 2.0467 -2.7817 5.4596
O 3.8661 -3.1256 3.8817
O 4.2772 -1.9807 6.0083
H 1.4583 2.2417 0.9677
H 0.4870 2.7315 2.2384
H 3.2557 0.7456 1.1866
H 4.2817 -1.0706 2.5652
H 1.6308 -0.1696 5.7864
H 0.6109 1.6817 4.4486
```

Results of the Löwdin charge analysis, in e, for atoms 1 through 4: atom 1 (Pt): 1.56, atom 2 (O): 0.11, atom 3 (C): -0.24, atom 4 (C): 0.02

=====

[2]
C6H15N5O | ωB97M-V/def2-TZVPD

Results
- 2S+1 = 1
- SMILES string = COC(=[NH2+])/C([NH3+])=C(/C)N=C(N)N
- gap between HOMO and LUMO (eV) = 9.578
- total charge = +2

Structure (XYZ):
```
27
C6H15N5O ωB97M-V/def2-TZVPD
C -3.2290 1.8929 0.4710
O -2.6768 0.5850 0.1729
C -1.4432 0.4553 -0.2961
N -0.7607 1.5091 -0.7483
C -0.8833 -0.8942 -0.2833
N -1.6698 -2.0572 0.0739
C 0.5591 -1.0795 -0.2670
C 1.2420 -2.4660 -0.0365
N 1.2790 -0.0437 -0.3845
C 2.3338 0.5510 0.0339
N 2.3744 1.0672 1.1975
N 3.4247 0.7607 -0.8457
H -4.3284 1.7629 0.7018
H -3.1170 2.6113 -0.2626
H -2.7486 2.3305 1.3048
H -1.2044 2.4184 -0.8837
H 0.0462 1.3475 -1.4401
H -1.1824 -2.7883 0.6656
H -2.2774 -2.5299 -0.6175
H -2.5076 -1.7441 0.6949
H 0.5588 -3.1262 0.5246
H 2.1552 -2.2513 0.4158
H 1.5518 -2.6918 -1.0687
H 1.7962 0.6787 1.9075
H 3.1500 1.6400 1.4427
H 3.2790 0.7477 -1.8688
H 4.2783 1.3140 -0.6040
```

Results of the Löwdin charge analysis, in e, for atoms 1 through 4: atom 1 (C): 0.02, atom 2 (O): -0.01, atom 3 (C): -0.28, atom 4 (N): 0.22

=====

[3]
C3H13NO2S | ωB97M-V/def2-TZVPD

Results
- 2S+1 = 1
- SMILES string = C[C@@H](N)CS.O.O
- gap between HOMO and LUMO (eV) = 9.792

Structure (XYZ):
```
20
C3H13NO2S ωB97M-V/def2-TZVPD
C -0.0926 -1.3909 0.5338
C -0.1892 -0.3921 1.6807
N 1.0574 0.2727 2.0180
C -1.2999 0.6358 1.4037
S -0.8324 2.0426 0.3648
H -1.0169 -1.9456 0.4077
H 0.6885 -2.1203 0.7358
H 0.1099 -0.9317 -0.4303
H -0.5636 -0.9487 2.5438
H 1.5603 -0.1997 2.7703
H 1.6009 0.4520 1.1840
H -2.1566 0.2020 0.8786
H -1.7360 1.0432 2.3087
H -0.1533 2.7627 1.2634
O 1.2360 -1.7131 -3.0883
H 2.1217 -2.0925 -3.1628
H 1.4015 -0.7954 -2.8486
O -0.7858 1.6252 -3.1787
H 0.1575 1.7940 -3.1163
H -1.1075 1.7000 -2.2683
```

Results of the Löwdin charge analysis, in e, for atoms 1 through 4: atom 1 (C): -0.08, atom 2 (C): -0.53, atom 3 (N): 0.01, atom 4 (C): -0.52

=====

[4]
C4H3N3S2 | ωB97M-V/def2-TZVPD

Results
- 2S+1 = 1
- SMILES string = S=C1S[C@@H]1c1nnc[nH]1
- gap between HOMO and LUMO (eV) = 8.396

Structure (XYZ):
```
12
C4H3N3S2 ωB97M-V/def2-TZVPD
S 0.0166 -2.2648 -3.1406
C 0.9834 -1.5864 -2.0694
S 2.2259 -1.9190 -0.9316
C 1.3742 -0.3223 -1.4227
C 0.5794 0.3849 -0.4235
N 0.6664 1.6654 -0.1360
N -0.2240 1.9356 0.8182
C -0.8461 0.8374 1.1239
N -0.3804 -0.1926 0.3682
H 2.0220 0.3537 -1.9752
H -1.6195 0.7520 1.8583
H -0.6529 -1.1618 0.4036
```

Results of the Löwdin charge analysis, in e, for atoms 1 through 4: atom 1 (S): 0.70, atom 2 (C): -1.21, atom 3 (S): 0.91, atom 4 (C): -0.44

=====

Which relative energy (zero: lowest compared OMol25 entry of this formula, charge and spin) belongs to each record? In order, 29.2; 0.4; 9.3; 0.0 kcal per mole.